1.
This record from the Open Molecules 2025 dataset describes a single C5H8O2 molecule. The level of theory is the ωB97M-V functional and the def2-TZVPD basis.

Geometry as XYZ:
```
15
C5H8O2 the ωB97M-V functional and the def2-TZVPD basis
O -2.6822 -0.2292 0.6150
C -1.7293 -0.9152 0.0519
C -0.8513 -0.0323 -0.7938
C 0.5391 0.0578 -0.1802
C 1.6686 -0.6391 -0.7933
O 1.4755 0.7546 -0.9867
C 0.5571 0.4074 1.2883
H -2.6697 0.7285 0.3792
H 0.0102 -0.3513 1.8649
H -1.2427 0.9945 -0.9088
H -0.7795 -0.4685 -1.7944
H 2.5278 -0.9045 -0.1800
H 1.5177 -1.2555 -1.6775
H 0.0741 1.3780 1.4543
H 1.5846 0.4749 1.6611
```

Summary:
ΔE to the lowest compared entry with this formula, charge and spin, eV: 3.910
Maximum force, eV Å⁻¹: 0.38
Gap between HOMO and LUMO, eV: 9.586

=====

2.
This record from the Open Molecules 2025 dataset describes a molecular structure, C36H33AsBiN4OPS3. The level of theory is the ωB97M-V functional and the def2-TZVPD basis.

Geometry as XYZ:
```
80
C36H33AsBiN4OPS3 the ωB97M-V functional and the def2-TZVPD basis
Bi 0.1698 -0.0417 -0.5245
S 0.0319 0.2841 1.9552
C 1.2619 1.5315 2.2293
C 1.7023 1.6114 3.5504
N 2.1056 1.6441 4.6304
C 1.7980 2.3751 1.2888
S 1.4601 2.4597 -0.3789
C 2.7890 3.2902 1.6932
N 3.6212 4.0452 1.9323
C -5.9908 -2.4571 -2.3885
C -5.9209 -1.2161 -1.7790
C -4.8133 -0.8648 -1.0290
C -3.7581 -1.7596 -0.8772
C -3.8068 -2.9830 -1.5420
C -4.9262 -3.3342 -2.2740
P -2.2828 -1.3012 0.1210
C -3.0174 -0.6939 1.6785
C -3.5528 0.5909 1.6463
C -4.1620 1.1229 2.7658
C -4.2282 0.3826 3.9342
C -3.6439 -0.8713 3.9885
C -3.0170 -1.4039 2.8750
C -1.6150 -2.9377 0.5527
C -2.4604 -3.8993 1.0669
C -2.0005 -5.1936 1.3300
C -0.7108 -5.5272 1.0197
C 0.1681 -4.5836 0.4536
C 1.4599 -4.9680 0.0407
C 2.2699 -4.0684 -0.5882
C 1.8504 -2.7381 -0.7529
C 0.6363 -2.2883 -0.2993
C -0.2625 -3.2380 0.2508
H -6.8660 -2.7359 -2.9558
H -6.7351 -0.5164 -1.8886
H -4.7779 0.1057 -0.5610
H -2.9776 -3.6725 -1.4775
H -4.9680 -4.2992 -2.7569
H -3.4682 1.1768 0.7428
H -4.5784 2.1188 2.7267
H -4.7233 0.7893 4.8035
H -3.6752 -1.4402 4.9074
H -2.5319 -2.3656 2.9489
H -3.5023 -3.6686 1.2465
H -2.6721 -5.9277 1.7519
H -0.3525 -6.5350 1.1753
H 1.7744 -5.9883 0.2046
H 3.2424 -4.3622 -0.9562
H 2.5256 -2.0553 -1.2478
C 4.9626 -2.0039 0.8650
As 3.6259 -0.6999 1.4561
C 4.7309 0.7035 2.2276
C 2.6750 -1.6394 2.8707
O 2.7333 -0.1737 0.1955
H 5.7607 -2.0592 1.6043
H 5.3829 -1.6817 -0.0865
H 4.5117 -2.9866 0.7408
H 5.5050 0.2543 2.8487
H 4.1278 1.3740 2.8346
H 5.1934 1.2846 1.4266
H 3.4066 -2.1454 3.4955
H 2.0122 -2.3728 2.4110
H 2.0867 -0.9583 3.4813
N -1.1760 4.9728 0.1894
C -1.4582 3.7088 0.5326
S -2.0460 2.6543 -0.6190
N -1.3596 3.3046 1.8138
C -0.6808 3.8565 2.9099
C -1.0219 3.3729 4.1734
C -0.3459 3.8129 5.2941
C 0.6923 4.7207 5.1749
C 1.0438 5.1905 3.9237
C 0.3576 4.7776 2.7952
H -1.2467 5.2173 -0.7829
H -0.9257 5.6751 0.8631
H -1.7291 2.3736 1.9793
H -1.7972 2.6249 4.2650
H -0.6171 3.4287 6.2644
H 1.2473 5.0350 6.0443
H 1.8812 5.8607 3.8088
H 0.7025 5.1214 1.8324
```

Summary:
ΔE to the lowest compared entry with this formula, charge and spin, eV: 0.509
Maximum force, eV Å⁻¹: 1.60
Gap between HOMO and LUMO, eV: 7.050

=====

3.
This record from the Open Molecules 2025 dataset describes a single C21H25N3O5S molecule. The level of theory is the ωB97M-V functional and the def2-TZVPD basis.

Geometry as XYZ:
```
55
C21H25N3O5S the ωB97M-V functional and the def2-TZVPD basis
C 3.5852 3.8826 2.5187
H 3.2494 4.6279 3.2369
O 4.1192 4.5985 1.4295
C 4.6875 3.7972 0.4285
C 3.6605 3.0357 -0.4146
H 2.7371 3.6176 -0.5073
H 4.0525 2.8499 -1.4201
O 3.3776 1.7818 0.2036
C 2.3891 1.0691 -0.3330
O 1.7466 1.4699 -1.2943
C 2.1340 -0.2110 0.3175
C 1.0923 -1.0075 -0.1369
N 0.2551 -0.7027 -1.1719
C -0.7548 -1.5412 -1.5362
O -0.9229 -2.5943 -0.9555
C -1.6295 -1.0274 -2.6783
N -3.0008 -0.8683 -2.2968
C -3.4304 -0.0102 -1.3134
C -2.7190 0.9488 -0.6106
C -3.4034 1.7234 0.3167
C -4.7571 1.5524 0.5401
C -5.4710 0.5963 -0.1775
C -4.8045 -0.1752 -1.0968
C -5.3180 -1.2426 -2.0208
H -5.9451 -0.7998 -2.7984
H -5.9114 -1.9920 -1.4970
C -4.0307 -1.8523 -2.6137
C -3.7356 -3.2231 -2.0061
H -4.5339 -3.9175 -2.2573
H -2.7965 -3.6257 -2.3762
H -3.6619 -3.1403 -0.9245
H -4.0951 -1.9483 -3.7059
H -6.5303 0.4640 -0.0126
H -5.2643 2.1639 1.2707
H -2.8609 2.4732 0.8741
H -1.6635 1.1045 -0.7711
H -1.5843 -1.7500 -3.4979
H -1.2340 -0.0678 -3.0337
H 0.4690 0.1947 -1.6194
S 0.9237 -2.4624 0.7410
C 2.2907 -2.0285 1.7536
C 2.8275 -0.8127 1.4132
C 3.9935 -0.1854 2.0917
H 4.7732 0.0337 1.3649
H 3.6924 0.7539 2.5515
H 4.3791 -0.8541 2.8543
C 2.7355 -2.9425 2.8191
O 3.6839 -2.7253 3.5506
N 2.0070 -4.0794 2.9397
H 1.2149 -4.2885 2.3593
H 2.2743 -4.7328 3.6563
H 5.2296 4.4904 -0.2183
H 5.3938 3.0740 0.8612
H 4.3488 3.2464 2.9819
H 2.7357 3.2593 2.2219
```

Summary:
SMILES: COCCOC(=O)c1c(NC(=O)CN2c3ccccc3C[C@@H]2C)sc(C(N)=O)c1C
ΔE to the lowest compared entry with this formula, charge and spin, eV: 1.387
Maximum force, eV Å⁻¹: 0.78
Gap between HOMO and LUMO, eV: 7.806

=====

The evaluated lowest unoccupied orbital energy for the records listed, in turn: 0.77; -0.07; 0.24 eV.